# C30H29BrN7NiO2SSe2

C30H29BrN7NiO2SSe2 as an isolated structure (wB97M-V/def2-TZVPD, the OMol25 dataset).

Summary:
Charge: +1
Strongest force on any atom: 0.93 eV/Å
Energy: -10977.5439 Ha
Kohn-Sham gap (alpha / beta): 7.966 / 7.968 eV
HOMO energy (alpha / beta): -10.72 / -10.72 eV

The geometry in XYZ format:
```
73
C30H29BrN7NiO2SSe2, DFT wB97M-V/def2-TZVPD
Ni -0.80471 -1.17456 -0.33586
O -2.42643 3.83267 -0.27252
C -1.56611 3.67968 -1.33607
C -1.04626 4.76972 -2.01493
C -0.21348 4.56253 -3.10490
C 0.11229 3.27145 -3.49323
C -0.40924 2.19294 -2.79151
C -1.25796 2.37217 -1.70807
C -1.93544 1.18103 -1.03657
O -1.46518 -0.00923 -1.53407
N -1.78358 1.17172 0.43646
N -0.63076 0.50922 0.81258
C 0.12174 1.10049 1.65885
C 1.35361 0.59462 2.29658
Br 1.21828 -0.88202 3.48682
C 2.52083 1.23377 2.24737
C 2.82303 2.43116 1.44792
C 3.70519 3.36746 1.99180
C 4.02825 4.51997 1.29702
C 3.48797 4.74081 0.03740
C 2.63047 3.80502 -0.52249
C 2.29616 2.65490 0.17653
H -2.63046 4.76484 -0.15038
H -1.30590 5.77523 -1.70278
H 0.17707 5.41468 -3.64579
H 0.75252 3.10695 -4.35002
H -0.20695 1.17508 -3.09644
H -3.01676 1.27964 -1.20680
H -1.85729 2.09849 0.84858
H -0.14048 2.12227 1.94129
H 3.32411 0.86550 2.87634
H 4.13407 3.18933 2.97080
H 4.70663 5.24050 1.73400
H 3.74541 5.63751 -0.51119
H 2.21868 3.96331 -1.50816
H 1.64610 1.92263 -0.28677
Se -0.14243 -3.67498 -2.93075
Se 0.37194 -1.58161 -3.75129
C 1.64199 -1.04640 -2.40357
C 2.80908 -0.43096 -2.83233
C 3.77544 -0.12045 -1.88833
C 3.55771 -0.47196 -0.56669
C 2.35159 -1.06246 -0.23498
N 1.38504 -1.31146 -1.12546
C -1.86620 -3.38105 -2.12418
C -2.89526 -4.18943 -2.58882
C -4.15996 -4.05468 -2.04085
C -4.36503 -3.09498 -1.06576
C -3.29191 -2.32215 -0.66486
N -2.05847 -2.47541 -1.16391
H 2.96787 -0.23038 -3.88303
H 4.69639 0.36179 -2.18855
H 4.29616 -0.28397 0.20003
H 2.12784 -1.33680 0.78875
H -2.70585 -4.89621 -3.38386
H -4.97498 -4.67500 -2.38929
H -5.33721 -2.93315 -0.62336
H -3.39873 -1.55294 0.08916
C -2.00843 -3.34700 5.37903
C -2.66137 -3.32061 3.99882
C -1.66563 -3.25335 2.88671
N -1.60447 -2.30234 2.03183
N -0.57414 -2.46004 1.12479
C 0.09811 -3.56834 1.30083
N 1.13752 -3.94354 0.53170
S -0.43768 -4.47240 2.66229
H -2.77093 -3.39044 6.15489
H -1.40699 -2.45233 5.54189
H -1.36236 -4.21763 5.50499
H -3.29778 -2.44295 3.88557
H -3.29190 -4.20216 3.86087
H 1.24446 -3.47157 -0.35692
H 1.51114 -4.87213 0.61288
```